Record 1
ORCA calculation (ωB97M-V/def2-TZVPD) on a 2-piece molecular cluster, C10H16O overall at a distorted geometry.

Computed properties:
* net charge: 0
* E_tot: -465.85073 hartree
* structure (SMILES): Cc1ccccc1.CC(C)O
* frontier orbital gap: 9.740 eV
* multiplicity: 1

Positions of all 27 atoms, in Å:
C  -2.66520  0.76571  -0.40670
C  -1.85833  0.34837  0.78695
C  -0.79261  1.09500  1.29338
C  -0.14252  0.68024  2.43992
C  -0.60721  -0.40255  3.17069
C  -1.73625  -1.09969  2.72752
C  -2.41077  -0.67470  1.58226
H  -2.22917  1.56586  -1.01064
H  -3.63384  1.11180  -0.05156
H  -2.79862  -0.06073  -1.10820
H  -0.29369  1.84689  0.69310
H  0.82416  1.11617  2.65910
H  -0.07961  -0.69921  4.06712
H  -1.99230  -2.01622  3.24021
H  -3.10375  -1.36286  1.11526
C  2.33267  0.16506  -2.96375
C  1.60136  0.07914  -1.62518
C  1.65602  -1.27579  -0.85624
O  2.07492  1.08963  -0.72716
H  1.84511  -0.41125  -3.75047
H  3.39179  -0.09305  -3.02902
H  2.21207  1.21358  -3.26338
H  0.56621  0.35350  -1.85515
H  2.39120  -1.95095  -1.29527
H  1.87841  -1.09316  0.18674
H  0.67199  -1.73347  -0.94445
H  2.89796  1.44268  -1.07506

Atoms 1-3, force components in eV/Å:
0.308 0.103 -0.651
-1.103 0.818 1.128
0.320 -0.769 -0.833

Record 2
ORCA calculation (ωB97M-V/def2-TZVPD) on a 2-piece molecular cluster, C10H16O overall at a distorted geometry.

Computed properties:
* net charge: 0
* E_tot: -465.76946 hartree
* structure (SMILES): Cc1ccc(O)cc1.CCC
* frontier orbital gap: 9.427 eV
* multiplicity: 1

Positions of all 27 atoms, in Å:
C  0.80518  0.02202  3.21405
C  -0.01042  0.28067  1.96657
C  -0.47765  1.57195  1.85755
C  -1.24004  1.94481  0.72015
C  -1.46490  0.90161  -0.25126
O  -2.56266  1.11748  -1.10000
C  -1.05342  -0.37662  -0.08383
C  -0.21111  -0.73032  1.03366
H  0.08643  -0.47107  3.84405
H  1.16140  0.84607  3.92408
H  1.53600  -0.67290  3.07518
H  -0.31587  2.32787  2.67375
H  -1.67061  3.04082  0.65204
H  -2.39215  0.38116  -1.74943
H  -1.32852  -1.24091  -0.65501
H  0.55033  -1.53304  0.97712
C  2.78350  -1.74048  -1.57966
C  1.36868  -1.80433  -2.18904
C  0.98401  -0.37053  -2.57290
H  2.78969  -1.64408  -0.57029
H  3.39087  -0.77182  -1.69657
H  3.46072  -2.37673  -2.00914
H  1.25257  -2.47267  -2.99796
H  0.56435  -2.34557  -1.52186
H  1.88062  0.08281  -3.10676
H  -0.04308  -0.41776  -3.09644
H  0.67551  0.13527  -1.63456

Atoms 1-3, force components in eV/Å:
-1.985 1.597 1.660
1.887 0.019 1.190
-1.869 1.915 -1.379

Which of these has the lowest E_tot? number 1